Record 1
{"formula": "C2H5N2P", "method": "ωB97M-V/def2-TZVPD", "orbital_gap_ha": 0.3721, "homo_energy_ev": -9.38, "e_above_lowest_kj_mol": 171.8, "total_energy_ev": -14421.40562, "e_lumo_ev": 0.74, "species": ["C", "C", "N", "N", "P", "H", "H", "H", "H", "H"], "positions_angstrom": [[-0.24, -1.18, 0.11], [0.25, 0.28, -0.24], [-1.64, -1.27, -0.13], [-1.48, 1.29, -0.07], [-2.48, 0.01, 0.02], [0.44, -1.91, -0.60], [-0.12, -1.57, 1.07], [1.04, 0.86, 0.38], [0.42, 0.57, -1.25], [-1.35, 1.99, 0.65]]}



Record 2
{"formula": "C2H5N2PS", "method": "ωB97M-V/def2-TZVPD", "orbital_gap_ha": 0.3166, "homo_energy_ev": -8.57, "e_above_lowest_kj_mol": 146.6, "total_energy_ev": -25257.44052, "e_lumo_ev": 0.05, "species": ["C", "C", "N", "N", "P", "S", "H", "H", "H", "H", "H"], "positions_angstrom": [[-0.11, 0.89, 1.09], [-0.76, 0.79, -0.32], [0.84, -0.09, 1.05], [0.51, -1.70, -1.73], [0.06, -0.89, -0.44], [-0.06, 2.25, 1.97], [-1.80, 0.50, -0.43], [-0.68, 1.77, -0.92], [1.43, -0.36, 1.75], [1.32, -1.36, -2.21], [-0.77, -1.79, 0.18]]}



Record 3
{"formula": "C2H5N2S", "method": "ωB97M-V/def2-TZVPD", "orbital_gap_ha": 0.3611, "homo_energy_ev": -13.99, "smiles": "[H]/N=C1\\S[C@H]1[NH3+]", "e_above_lowest_kj_mol": 158.0, "total_energy_ev": -15961.30040, "charge": 1, "e_lumo_ev": -4.17, "species": ["C", "C", "N", "N", "S", "H", "H", "H", "H", "H"], "positions_angstrom": [[-1.09, 0.36, -0.07], [0.04, -0.17, 0.61], [-1.44, 1.44, -0.65], [1.34, -0.44, -0.19], [-1.30, -1.31, 0.33], [0.11, 0.15, 1.66], [-2.43, 1.66, -0.64], [1.14, -1.29, -0.73], [1.96, -0.75, 0.48], [1.68, 0.35, -0.79]]}



Record 4
{"formula": "C2H5N2S", "method": "ωB97M-V/def2-TZVPD", "orbital_gap_ha": [0.2888, 0.2889], "homo_energy_ev": [-13.33, -13.33], "e_above_lowest_kj_mol": 402.9, "total_energy_ev": -15958.76191, "charge": 1, "e_lumo_ev": [-5.47, -5.47], "species": ["C", "C", "N", "N", "S", "H", "H", "H", "H", "H"], "positions_angstrom": [[-0.23, 0.36, 0.17], [2.12, 0.34, 0.16], [-0.63, 1.47, -0.19], [-1.17, -0.92, 0.04], [3.50, -0.34, 0.29], [1.86, 1.44, -0.05], [-1.64, 1.46, -0.53], [-2.07, -0.92, -0.41], [-1.19, -1.33, 0.95], [-0.56, -1.56, -0.44]]}



Record 5
{"formula": "C2H5N2S3", "method": "ωB97M-V/def2-TZVPD", "orbital_gap_ha": 0.3276, "homo_energy_ev": -13.38, "smiles": "[NH2+]=C1N[C@@H](S)SS1", "e_above_lowest_kj_mol": 7.9, "total_energy_ev": -37633.49305, "charge": 1, "e_lumo_ev": -4.47, "species": ["C", "C", "N", "N", "S", "S", "S", "H", "H", "H", "H", "H"], "positions_angstrom": [[0.60, 0.41, 0.66], [-1.10, -0.68, -0.57], [-0.63, 0.42, 0.23], [1.29, 1.53, 0.74], [1.29, -1.13, 1.00], [-0.41, -2.24, 0.48], [-0.34, -0.62, -2.29], [-2.19, -0.84, -0.26], [-1.18, 1.27, 0.09], [0.87, 2.40, 1.16], [2.22, 1.41, 1.05], [-0.43, -1.93, -2.29]]}



Record 6
{"formula": "C2H5N3", "method": "ωB97M-V/def2-TZVPD", "orbital_gap_ha": 0.3500, "homo_energy_ev": -8.56, "smiles": "C=C/N=N/N", "e_above_lowest_kj_mol": 194.5, "total_energy_ev": -6622.92137, "e_lumo_ev": 0.96, "species": ["N", "C", "C", "N", "N", "H", "H", "H", "H", "H"], "positions_angstrom": [[-0.72, -2.11, 0.01], [0.84, 0.95, -0.19], [0.00, 1.91, 0.20], [-0.22, -0.96, 0.43], [0.49, -0.36, -0.41], [-0.45, -2.51, -0.89], [-1.05, -2.73, 0.75], [1.83, 1.18, -0.58], [0.29, 2.95, 0.18], [-1.00, 1.67, 0.52]]}



Record 7
{"formula": "C2H5N3", "method": "ωB97M-V/def2-TZVPD", "orbital_gap_ha": [0.3316, 0.3315], "homo_energy_ev": [-10.11, -10.11], "e_above_lowest_kj_mol": 419.1, "total_energy_ev": -6620.59391, "e_lumo_ev": [-1.09, -1.09], "species": ["C", "C", "N", "N", "N", "H", "H", "H", "H", "H"], "positions_angstrom": [[0.47, 1.81, 0.49], [0.69, -1.14, -0.10], [0.89, 2.86, 0.38], [-1.39, -0.08, -0.02], [-0.17, -0.18, 0.61], [1.63, -1.02, 0.22], [0.35, -2.05, 0.33], [0.67, -1.13, -1.21], [-1.85, 0.69, 0.37], [-1.31, 0.23, -1.06]]}



Record 8
{"formula": "C2H5N3", "method": "ωB97M-V/def2-TZVPD", "orbital_gap_ha": 0.3521, "homo_energy_ev": -9.00, "e_above_lowest_kj_mol": 294.7, "total_energy_ev": -6621.88284, "e_lumo_ev": 0.58, "species": ["C", "C", "N", "N", "N", "H", "H", "H", "H", "H"], "positions_angstrom": [[1.66, -1.00, 0.00], [-1.60, 0.82, 0.23], [1.55, 0.26, -0.04], [-2.08, -0.28, -0.11], [1.45, 1.39, -0.17], [0.68, -1.44, -0.19], [2.62, -1.55, 0.14], [-2.22, 1.61, 0.49], [-0.62, 1.18, 0.10], [-1.43, -1.00, -0.45]]}



Record 9
{"formula": "C2H5N3", "method": "ωB97M-V/def2-TZVPD", "orbital_gap_ha": [0.3472, 0.3471], "homo_energy_ev": [-9.07, -9.06], "e_above_lowest_kj_mol": 461.5, "total_energy_ev": -6620.15401, "e_lumo_ev": [0.38, 0.38], "species": ["C", "C", "N", "N", "N", "H", "H", "H", "H", "H"], "positions_angstrom": [[1.25, 0.26, -1.34], [-0.92, -0.54, 0.96], [1.10, -0.51, -0.30], [-0.92, 0.90, 0.97], [0.52, -0.35, 0.82], [0.66, 1.06, -1.49], [2.07, 0.01, -1.87], [-1.33, -0.87, 1.98], [-1.34, -1.18, 0.19], [-1.09, 1.23, 0.07]]}



Record 10
{"formula": "C2H5N3", "method": "ωB97M-V/def2-TZVPD", "orbital_gap_ha": 0.3517, "homo_energy_ev": -8.59, "e_above_lowest_kj_mol": 287.3, "total_energy_ev": -6621.95965, "e_lumo_ev": 0.98, "species": ["C", "C", "N", "N", "N", "H", "H", "H", "H", "H"], "positions_angstrom": [[-1.68, -0.62, 0.71], [1.43, 0.60, -0.28], [-1.72, 0.32, -0.11], [1.58, -0.65, -0.10], [-1.54, 1.26, -0.69], [-0.76, -1.04, 0.91], [-2.53, -1.22, 0.93], [0.50, 1.03, -0.20], [2.24, 1.23, -0.67], [2.48, -0.91, -0.50]]}



Record 11
{"formula": "C2H5N3O", "method": "ωB97M-V/def2-TZVPD", "orbital_gap_ha": 0.3298, "homo_energy_ev": -8.07, "smiles": "C=NN/C=N\\O", "e_above_lowest_kj_mol": 511.3, "total_energy_ev": -8668.34300, "e_lumo_ev": 0.90, "species": ["C", "C", "H", "H", "H", "H", "H", "N", "N", "N", "O"], "positions_angstrom": [[-1.06, 0.95, 0.02], [2.07, -0.57, -0.01], [-2.65, -1.53, 0.10], [-1.52, 1.95, -0.16], [1.00, 1.43, 0.33], [2.58, 0.40, -0.02], [2.32, -1.61, -0.01], [-2.01, 0.09, -0.13], [0.30, 0.66, -0.01], [0.79, -0.55, -0.15], [-1.83, -1.20, 0.04]]}



Record 12
{"formula": "C2H5N3O", "method": "ωB97M-V/def2-TZVPD", "orbital_gap_ha": 0.3825, "homo_energy_ev": -9.81, "smiles": "[H]/N=C\\NC(N)=O", "e_above_lowest_kj_mol": 152.9, "total_energy_ev": -8672.05796, "e_lumo_ev": 0.60, "species": ["N", "C", "O", "N", "C", "N", "H", "H", "H", "H", "H"], "positions_angstrom": [[0.61, -2.00, 0.01], [-0.02, -0.95, -0.65], [-0.49, -1.05, -1.76], [-0.02, 0.24, 0.09], [-0.59, 1.49, -0.18], [-0.53, 2.48, 0.62], [0.51, -2.89, -0.45], [0.57, -2.05, 1.02], [0.55, 0.24, 0.94], [-0.70, 2.15, -1.03], [0.11, 2.35, 1.38]]}